Model P:
Below is a structure of composition C6H6O, with properties calculated with the ωB97M-V functional and the def2-TZVPD basis.

## Properties
HOMO level	-9.04	eV
2S+1	1

XYZ file:
```
13
Properties=species:S:1:pos:R:3:lowdin_charge:R:1
O -1.49372 1.94701 -0.81277 -0.03
C -1.04804 0.75169 -0.27657 -0.12
C 0.42156 -0.53435 -0.39500 -0.22
C 1.74599 -0.09641 0.04053 -0.14
C 2.82471 0.31368 0.39389 0.11
C -0.30166 -1.31450 0.59080 -0.18
C -1.24496 -1.48964 1.32947 0.12
H -1.40881 2.66192 -0.16375 0.10
H -0.82130 0.86663 0.77095 0.09
H -1.73635 -0.01031 -0.61194 0.09
H 0.49846 -1.07930 -1.34992 0.13
H 3.76948 0.70230 0.71167 0.02
H -2.03851 -1.71035 2.00435 0.04
```

=====

Model Q:
Below is a cluster of 2 separate species, C6H6O in total, with properties calculated with the ωB97M-V functional and the def2-TZVPD basis.

## Properties
HOMO level	-10.00	eV
2S+1	1

XYZ file:
```
13
Properties=species:S:1:pos:R:3:lowdin_charge:R:1
C 0.75347 2.49742 -0.28365 0.17
C -0.39678 2.23858 -0.57410 -0.06
C -1.54976 1.46585 -0.83076 -0.32
O -2.37350 1.11832 -0.02973 0.06
H 1.79259 2.65873 -0.21232 0.04
H -1.66798 1.06584 -1.83444 0.12
C 2.02148 -1.18792 -0.12236 0.08
C 0.96498 -1.44064 0.39156 -0.22
C -0.39140 -1.77587 0.88526 -0.12
H 2.98600 -1.00755 -0.43087 0.00
H -0.15104 -2.43314 1.75281 0.08
H -1.01542 -2.21444 -0.05809 0.14
H -0.97264 -0.98517 1.34670 0.05
```

=====

Model R:
Below is an isolated molecule of C6H6O, with properties calculated with the ωB97M-V functional and the def2-TZVPD basis.

## Properties
HOMO level	-8.40	eV
2S+1	1

XYZ file:
```
13
Properties=species:S:1:pos:R:3:lowdin_charge:R:1
C -0.52320 -1.08799 -1.07279 -0.06
C 0.00176 -0.26544 -0.01674 -0.17
C 0.71517 -0.52995 1.08563 -0.12
O 1.15469 0.47211 1.87715 -0.01
C 1.12927 1.64751 1.05993 -0.25
C -0.18175 2.29782 0.82620 0.08
C 0.21123 1.32122 -0.00167 -0.02
H -0.42648 -2.20611 -0.85155 0.12
H 0.09235 -1.15543 -1.90856 0.06
H -1.41674 -0.78231 -1.36399 0.03
H 0.91315 -1.46051 1.68015 0.15
H 1.94862 2.21841 0.96618 0.09
H -1.07713 2.59929 1.31863 0.09
```

=====

In terms of stability, model Q leads; the second structure lies 3.1 kcal/mol higher.